No. 1
C23H27N3O3 in the gas phase. Source: the Open Molecules 2025 dataset; level of theory: wB97M-V/def2-TZVPD.

Kohn-Sham gap	8.71	eV
DFT total energy	-34903.7153	eV
energy above the lowest of the compared OMol25 structures with the same formula, charge and spin	27.3	kcal per mole

The geometry in ORCA input format:
```
! RIJCOSX wB97M-V def2-TZVPD def2/J DEFGRID3
* xyz 0 1
C -7.71857 -1.05063 -1.93067
H -7.88789 -0.37941 -2.76977
H -7.20189 -1.93484 -2.29767
C -6.89063 -0.36045 -0.85198
C -6.64728 -1.28341 0.34074
C -5.77983 -0.59017 1.38660
N -4.50633 -0.21025 0.80755
C -4.70545 0.72806 -0.28173
C -5.53136 0.08409 -1.38918
H -4.99217 -0.78529 -1.76890
H -5.65831 0.79504 -2.20779
H -3.72420 1.01407 -0.66815
H -5.21453 1.64575 0.07212
C -3.58808 0.31678 1.80413
C -2.20638 0.47388 1.23186
C -1.53946 1.68963 1.26005
C -0.27187 1.82661 0.72312
C 0.35274 0.73014 0.13926
C -0.31184 -0.49600 0.10758
C -1.57470 -0.61883 0.64732
H -2.09330 -1.56454 0.61203
H 0.17489 -1.34886 -0.34435
N 1.62602 0.78860 -0.43554
C 2.46236 1.84629 -0.54143
O 2.24826 2.96686 -0.13266
C 3.76857 1.48997 -1.25801
H 4.28676 2.42126 -1.48925
H 3.55483 0.95929 -2.18721
C 4.70690 0.65173 -0.38288
C 4.48131 -0.85344 -0.55655
O 3.42950 -1.33324 -0.93690
N 5.53491 -1.61361 -0.20395
C 6.79451 -1.08760 0.10416
C 7.81191 -1.87698 0.61611
C 9.06359 -1.32807 0.83471
C 9.30078 0.00206 0.53012
C 8.28717 0.79858 0.02628
C 7.02478 0.26164 -0.17856
O 6.03601 1.04220 -0.69793
H 8.45344 1.83501 -0.21807
H 10.27976 0.42599 0.68981
H 9.85457 -1.94355 1.23324
H 7.62013 -2.91801 0.82965
H 5.42454 -2.61973 -0.22921
H 4.51732 0.87528 0.68464
H 1.97918 -0.10215 -0.78239
H 0.23307 2.77741 0.74926
H -2.01576 2.55029 1.70789
H -3.55267 -0.40139 2.63085
H -3.93759 1.28375 2.21169
H -5.58915 -1.27486 2.21814
H -6.31981 0.28951 1.78795
H -6.13293 -2.18290 -0.00171
H -7.59543 -1.57982 0.79391
H -7.43600 0.52514 -0.50363
H -8.68443 -1.35685 -1.53467
*
```

---

No. 2
C23H27N3O3 in the gas phase. Source: the Open Molecules 2025 dataset; level of theory: wB97M-V/def2-TZVPD.

Kohn-Sham gap	8.66	eV
DFT total energy	-34900.5019	eV
energy above the lowest of the compared OMol25 structures with the same formula, charge and spin	101.4	kcal per mole

The geometry in ORCA input format:
```
! RIJCOSX wB97M-V def2-TZVPD def2/J DEFGRID3
* xyz 0 1
C 3.23385 1.03681 2.19379
N 3.00623 0.09454 1.12283
C 4.15502 -0.15494 0.27662
C 4.24206 -1.62757 -0.15300
C 4.02257 -2.57973 1.02777
H 4.82385 -2.47145 1.75909
O 4.04482 -3.92896 0.60949
C 3.07047 -4.15343 -0.38504
H 3.16343 -5.19890 -0.68189
C 3.30506 -3.22351 -1.57657
H 2.51715 -3.33457 -2.32315
O 3.27797 -1.87425 -1.16669
H 4.28088 -3.45433 -2.03119
H 2.06640 -3.97125 0.02744
H 3.05916 -2.33893 1.49704
H 5.24379 -1.81726 -0.57861
H 4.14924 0.44939 -0.64086
H 5.06120 0.07772 0.83947
C 1.75728 0.29933 0.40967
C 1.50010 1.68191 -0.11710
C 2.39943 2.63883 -0.53683
N 1.69599 3.74883 -0.85024
N 0.39779 3.57520 -0.65879
C 0.24125 2.33063 -0.21937
C -1.08802 1.82184 0.09125
C -1.43687 0.49069 -0.12273
C -2.70590 0.03441 0.17798
C -3.65711 0.91043 0.68871
C -3.32097 2.24463 0.89951
C -2.05153 2.69149 0.60203
H -1.78644 3.72575 0.75543
H -4.06833 2.91202 1.30006
O -4.91197 0.50871 1.07403
C -5.58201 -0.44808 0.36139
C -6.49393 -1.23261 1.06201
C -7.25142 -2.17453 0.39321
C -7.10782 -2.34516 -0.97388
C -6.20925 -1.55624 -1.67143
C -5.44848 -0.60674 -1.01431
H -4.75951 0.01869 -1.56332
H -6.10085 -1.67415 -2.73964
H -7.69722 -3.08510 -1.49386
H -7.95523 -2.78112 0.94366
H -6.59517 -1.08538 2.12607
H -2.96167 -1.00360 0.01960
H -0.72002 -0.19327 -0.54947
C 2.20413 4.99630 -1.34028
H 2.90191 5.43718 -0.62499
H 2.71565 4.85722 -2.29512
H 1.35740 5.66519 -1.47877
H 3.46685 2.62328 -0.63282
H 1.74481 -0.42104 -0.41254
H 0.94493 0.04645 1.10129
H 4.03896 0.66577 2.82827
H 2.32579 1.10344 2.79161
H 3.49432 2.04941 1.85319
*
```

---

No. 3
C23H27N3O3 in the gas phase. Source: the Open Molecules 2025 dataset; level of theory: wB97M-V/def2-TZVPD.

Kohn-Sham gap	8.97	eV
DFT total energy	-34903.3176	eV
energy above the lowest of the compared OMol25 structures with the same formula, charge and spin	36.5	kcal per mole

The geometry in ORCA input format:
```
! RIJCOSX wB97M-V def2-TZVPD def2/J DEFGRID3
* xyz 0 1
O -2.67663 -2.09865 -0.65326
C -1.74972 -1.64520 -0.00986
N -0.53678 -1.38826 -0.51366
H 0.19483 -0.92212 0.02097
C -0.24073 -1.47148 -1.92531
H -0.63448 -0.58409 -2.43891
C 1.26808 -1.55323 -2.12842
H 1.47603 -1.63974 -3.19573
H 1.64950 -2.44927 -1.63677
C 1.98176 -0.30879 -1.58725
N 1.96581 -0.26770 -0.12630
C 3.03395 -1.04960 0.47297
C 4.38814 -0.38105 0.43248
C 5.53900 -1.14283 0.59210
C 6.78681 -0.55016 0.58467
C 6.89432 0.82058 0.41410
C 5.75395 1.58330 0.25339
C 4.49351 0.99666 0.26344
C 3.26788 1.84546 0.05813
C 1.98839 1.08307 0.41394
H 1.10997 1.61766 0.04639
H 1.91073 0.99459 1.50282
H 3.33816 2.75260 0.66208
H 3.22989 2.15796 -0.99036
H 5.83325 2.65304 0.11877
H 7.86597 1.29205 0.40578
H 7.67354 -1.15404 0.70859
H 5.44872 -2.21233 0.72326
H 3.08681 -2.02194 -0.02208
H 2.76486 -1.23301 1.52225
H 3.00981 -0.27932 -1.97834
H 1.45171 0.57415 -1.95104
H -0.74881 -2.34950 -2.33460
C -1.88321 -1.29064 1.47349
H -1.03000 -1.66763 2.03693
H -2.79699 -1.75639 1.84275
C -1.95853 0.23425 1.61432
N -2.86561 0.80939 0.63414
C -2.33235 1.47329 -0.41723
O -1.14114 1.69662 -0.53868
C -3.34606 2.00296 -1.41800
H -3.70816 2.97847 -1.04739
O -4.43148 1.14005 -1.65237
C -4.98124 0.61470 -0.51989
C -6.30171 0.19415 -0.56127
C -6.90315 -0.31992 0.57239
C -6.19002 -0.39506 1.75510
C -4.86400 -0.00130 1.79681
C -4.23581 0.48556 0.65786
H -4.32314 -0.08069 2.72592
H -6.65837 -0.77507 2.64998
H -7.92953 -0.64978 0.53286
H -6.83392 0.27561 -1.49519
H -2.85029 2.15831 -2.37823
H -2.27169 0.52438 2.62068
H -0.98183 0.67993 1.41075
*
```

---

No. 4
C23H27N3O4 in the gas phase. Source: the Open Molecules 2025 dataset; level of theory: wB97M-V/def2-TZVPD.

Kohn-Sham gap	7.70	eV
DFT total energy	-36949.6781	eV
energy above the lowest of the compared OMol25 structures with the same formula, charge and spin	41.0	kcal per mole

The geometry in ORCA input format:
```
! RIJCOSX wB97M-V def2-TZVPD def2/J DEFGRID3
* xyz 0 1
C -3.69118 5.09628 1.09875
C -3.30151 5.95613 -0.10323
O -2.98364 5.21876 -1.26240
C -1.75139 4.53627 -1.19938
C -1.48028 3.90225 -2.56094
H -2.29785 3.21731 -2.79509
C -0.14341 3.15834 -2.57830
N -0.09746 2.11235 -1.58263
C 0.52540 2.29076 -0.38949
O 1.25151 3.23493 -0.15629
C 0.23375 1.19743 0.59049
C 0.43311 -0.11005 0.24378
C 0.12139 -1.12945 1.18392
N -0.43741 -0.86789 2.34744
C -0.64619 0.41121 2.70611
C -1.23662 0.66913 3.96057
C -1.44517 1.95488 4.37635
C -1.07283 3.03697 3.56586
C -0.50601 2.82065 2.33834
C -0.28726 1.51045 1.87702
H -0.19942 3.65012 1.71895
H -1.23523 4.04510 3.91817
H -1.89412 2.14697 5.34017
H -1.50526 -0.17643 4.57408
N 0.30441 -2.45166 0.91225
C 1.05950 -3.05799 -0.08518
C 2.22440 -2.51716 -0.60415
C 2.95041 -3.17117 -1.58906
C 2.52305 -4.40479 -2.05264
C 1.37242 -4.98474 -1.50995
C 0.64430 -4.32988 -0.53848
O -0.48452 -4.82108 0.05584
C -0.92667 -6.10500 -0.31186
H -1.19868 -6.14732 -1.37096
H -1.81035 -6.29615 0.29502
H -0.16861 -6.86540 -0.10060
H 1.08344 -5.95207 -1.88515
O 3.14419 -5.14489 -3.01560
C 4.31947 -4.63330 -3.59494
H 4.13589 -3.68111 -4.10313
H 4.63521 -5.37603 -4.32588
H 5.11031 -4.50055 -2.84970
H 3.84731 -2.70810 -1.96600
H 2.59193 -1.57915 -0.21937
H -0.19100 -3.08005 1.53019
H 0.79475 -0.37501 -0.73720
H -0.77086 1.36655 -1.66870
H 0.02904 2.72173 -3.56626
H 0.67291 3.84435 -2.34049
H -1.47074 4.68427 -3.32005
H -1.78452 3.75582 -0.42556
H -0.94175 5.23635 -0.94124
H -2.45825 6.61061 0.16624
H -4.14878 6.58067 -0.39916
H -4.05660 5.73711 1.89643
H -2.84239 4.52957 1.47409
H -4.47818 4.40102 0.81687
*
```